Computed, not measured: the ion C3HN2O2 with charge -1 at a distorted geometry, with the ωB97M-V functional and the def2-TZVPD basis.

Results
- LUMO level: 0.155 Ha
- Kohn-Sham gap: 8.59 eV
- Relative energy (zero: lowest compared OMol25 entry of this formula, charge and spin): 216.8 kJ/mol
- DFT total energy: -374.9023 hartree
- SMILES string: [H]/N=C(\[O-])C(=O)C#N
- Charge: -1

XYZ file:
```
8
C3HN2O2, DFT the ωB97M-V functional and the def2-TZVPD basis
C -1.53 0.71 0.13
C -0.97 -0.64 0.16
C 0.77 -0.22 -0.09
N -1.68 1.84 0.09
N 1.76 0.02 0.80
O -1.49 -1.74 0.19
O 0.59 -0.17 -1.37
H 2.54 0.20 0.10
```

---

Computed, not measured: the ion C5H10NO with charge -1 at a distorted geometry, with the ωB97M-V functional and the def2-TZVPD basis.

Results
- LUMO level: 0.139 Ha
- Kohn-Sham gap: 5.95 eV
- Relative energy (zero: lowest compared OMol25 entry of this formula, charge and spin): 153.2 kJ/mol
- DFT total energy: -326.4270 hartree
- SMILES string: N/C=C/CCC[O-]
- Charge: -1

XYZ file:
```
17
C5H10NO, DFT the ωB97M-V functional and the def2-TZVPD basis
C 0.43 -0.01 1.96
O 1.15 -0.46 2.97
C 1.31 0.39 0.68
C 0.49 1.25 -0.28
C -0.81 0.61 -0.71
C -0.85 -0.38 -1.59
N -1.73 -1.54 -1.58
H -0.17 0.93 2.23
H -0.29 -0.73 1.49
H 1.65 -0.52 0.17
H 2.30 0.76 1.03
H 0.31 2.31 -0.10
H 1.09 1.23 -1.20
H -1.77 1.00 -0.34
H 0.01 -0.70 -2.18
H -1.76 -1.75 -0.58
H -1.36 -2.40 -1.96
```

---

> Number 1 is which compound?

C3HN2O2

---

> Look up the relative energy (zero: lowest compared OMol25 entry of this formula, charge and spin) of the second one.

153.2 kJ/mol

---

> The highest DFT total energy belongs to which entry?

C5H10NO

---

> LUMO level of number 2 (C5H10NO)?

0.139 Ha